{"formula": "C21H30Cl2IrN2OS5", "method": "ωB97M-V/def2-TZVPD", "symbols": ["Ir", "C", "C", "S", "C", "C", "S", "C", "C", "S", "C", "C", "S", "H", "H", "H", "H", "H", "H", "H", "H", "H", "H", "H", "H", "H", "H", "H", "H", "Cl", "C", "C", "C", "C", "C", "Cl", "C", "N", "H", "H", "H", "C", "C", "O", "H", "H", "H", "H", "H", "H", "S", "C", "N", "C", "C", "C", "C", "H", "H", "H", "H", "H"], "coordinates": [[0.06174, 0.00591, -0.52444], [3.06132, -0.90942, -0.40545], [3.22805, 0.53687, -0.88943], [1.68076, 1.50964, -1.17005], [1.44727, 1.53720, -2.96406], [1.20171, 0.18527, -3.65480], [0.66944, -1.11665, -2.50431], [-1.00501, -1.56710, -3.03116], [-1.49413, -2.60722, -2.03757], [-1.16242, -2.11355, -0.29674], [0.32852, -3.15724, -0.02314], [1.17406, -2.59571, 1.09875], [1.69900, -0.89349, 0.79931], [3.97597, -1.21303, 0.10800], [2.86517, -1.61106, -1.21667], [3.81002, 0.58533, -1.80944], [3.75925, 1.12261, -0.13807], [2.29488, 2.07395, -3.39204], [0.56887, 2.17215, -3.07247], [2.09414, -0.19487, -4.15709], [0.42068, 0.29173, -4.40221], [-0.99813, -1.94424, -4.05597], [-1.61751, -0.66547, -2.97354], [-1.02588, -3.58101, -2.18830], [-2.57096, -2.73624, -2.14569], [0.87803, -3.22444, -0.96370], [-0.01411, -4.16038, 0.24116], [2.03688, -3.21619, 1.33872], [0.57093, -2.47627, 1.99773], [-2.92382, 2.03542, 1.34926], [-3.24619, 2.49047, -0.27636], [-4.30246, 3.33224, -0.52922], [-4.61347, 3.68095, -1.83470], [-3.86853, 3.18354, -2.89906], [-2.81521, 2.34020, -2.65241], [-1.91449, 1.74641, -4.00626], [-2.42984, 1.93925, -1.33010], [-1.43629, 1.12212, -1.05187], [-4.88690, 3.71239, 0.29577], [-5.44417, 4.34105, -2.02934], [-4.11168, 3.45261, -3.91614], [1.04325, 3.09897, 3.47850], [1.34777, 2.65702, 2.06491], [0.32029, 1.81302, 1.54131], [1.85055, 3.71884, 3.86637], [0.91971, 2.23625, 4.12971], [0.12964, 3.69357, 3.50874], [2.25813, 2.05066, 2.04348], [1.49381, 3.51624, 1.40253], [-0.54153, 2.22007, 1.70299], [-1.14809, -0.73381, 2.77706], [-1.74474, -1.95187, 3.79744], [-1.65718, -1.76952, 5.14431], [-2.07120, -2.64914, 6.08127], [-2.63511, -3.83034, 5.70632], [-2.78004, -4.07643, 4.32862], [-2.35340, -3.16650, 3.40240], [-1.24542, -0.88919, 5.43688], [-1.92722, -2.34755, 7.10644], [-2.96303, -4.53728, 6.44943], [-3.24780, -4.99302, 3.99821], [-2.49204, -3.34129, 2.34686]], "atomic_forces_ev_per_a": [[-0.7, -0.8, -2.0], [0.1, -0.1, 0.0], [0.0, 0.1, 0.1], [0.2, 0.5, 0.2], [0.0, -0.3, -0.1], [0.2, 0.3, 0.1], [0.0, 0.0, 0.1], [-0.2, 0.2, 0.1], [0.0, 0.0, -0.1], [-0.1, 0.4, 0.3], [0.0, -0.2, 0.1], [0.1, -0.1, -0.1], [0.2, 0.1, 0.3], [0.0, 0.0, -0.1], [0.0, 0.1, 0.1], [0.0, 0.0, 0.0], [0.0, 0.0, 0.0], [0.0, -0.1, 0.0], [0.0, 0.0, 0.0], [-0.1, 0.1, 0.2], [0.0, 0.0, -0.1], [0.1, -0.1, 0.1], [0.1, -0.2, -0.1], [0.0, 0.0, 0.0], [0.0, 0.0, 0.1], [0.0, 0.0, 0.1], [-0.1, 0.1, 0.0], [0.0, 0.0, -0.1], [0.0, 0.0, 0.1], [0.0, 0.0, 0.0], [0.0, 0.0, 0.1], [0.1, 0.0, 0.1], [-0.1, 0.1, -0.1], [0.1, -0.1, 0.0], [-0.1, 0.1, -0.1], [0.0, 0.0, 0.0], [0.4, -0.4, 0.0], [-0.4, 0.4, 0.6], [0.0, 0.0, 0.0], [-0.1, 0.1, 0.0], [0.0, 0.0, 0.0], [0.1, 0.0, 0.0], [0.1, 0.0, 0.1], [-0.1, 0.1, 0.0], [0.0, 0.0, 0.0], [0.0, 0.0, 0.0], [0.0, 0.0, 0.0], [0.0, 0.0, 0.0], [0.0, 0.0, 0.0], [0.0, -0.1, 0.0], [0.0, 0.0, 0.2], [-0.1, 0.0, 0.0], [0.1, 0.2, -0.1], [-0.1, -0.2, 0.0], [0.1, 0.1, 0.0], [0.0, 0.0, 0.1], [0.1, 0.1, -0.1], [0.0, -0.1, 0.0], [0.0, 0.0, 0.1], [0.0, 0.0, 0.0], [0.0, -0.1, 0.0], [0.0, 0.0, -0.1]], "largest_force_ev_per_a": 2.25, "orbital_gap_ev": [6.367, 6.069], "relative_energy_kcal_mol": 40.6, "total_energy_ev": -109337.2359, "spin_multiplicity": 2, "total_charge": 2, "e_homo_ev": [-12.59, -12.60]}


{"formula": "C21H30Cl2IrN2OS5", "method": "ωB97M-V/def2-TZVPD", "symbols": ["Ir", "C", "C", "S", "C", "C", "S", "C", "C", "S", "C", "C", "S", "H", "H", "H", "H", "H", "H", "H", "H", "H", "H", "H", "H", "H", "H", "H", "H", "Cl", "C", "C", "C", "C", "C", "Cl", "C", "N", "H", "H", "H", "C", "C", "O", "H", "H", "H", "H", "H", "H", "S", "C", "N", "C", "C", "C", "C", "H", "H", "H", "H", "H"], "coordinates": [[-0.08634, 1.04001, 0.19996], [-2.69633, 2.77339, 0.89542], [-2.75751, 2.71933, -0.62437], [-1.93682, 1.19217, -1.14882], [-1.22907, 1.44368, -2.78918], [-0.35407, 0.19759, -2.96258], [0.88169, -0.04663, -1.63447], [2.17722, 1.09962, -2.20309], [1.86825, 2.58167, -2.03897], [1.35852, 2.74789, -0.32108], [0.33153, 4.21808, -0.25158], [-0.25568, 4.20051, 1.14877], [-1.04387, 2.63777, 1.63567], [-3.23389, 1.92954, 1.32917], [-3.15382, 3.69038, 1.27001], [-2.30911, 3.58223, -1.11107], [-3.80228, 2.66288, -0.93360], [-0.69318, 2.38431, -2.85149], [-2.02226, 1.44558, -3.53804], [0.17397, 0.18336, -3.91556], [-0.95700, -0.70663, -2.88964], [2.39187, 0.83386, -3.23827], [3.05679, 0.82825, -1.61400], [1.10317, 2.95255, -2.71342], [2.76928, 3.17480, -2.19791], [-0.41343, 4.18081, -1.04225], [0.95049, 5.10386, -0.40109], [-0.98157, 4.99995, 1.29867], [0.53201, 4.34258, 1.89115], [-0.02249, -2.35562, 2.84598], [-1.70083, -2.29120, 2.43588], [-2.50052, -3.29579, 2.91369], [-3.85778, -3.31269, 2.59882], [-4.39478, -2.30089, 1.80343], [-3.59442, -1.29675, 1.32444], [-4.40933, -0.05963, 0.39934], [-2.15991, -1.18855, 1.57947], [-1.36051, -0.27886, 1.14574], [-2.06837, -4.07102, 3.53114], [-4.49474, -4.10072, 2.97495], [-5.45017, -2.29232, 1.56897], [-0.71042, -4.64750, -1.02842], [0.01093, -3.32856, -0.87051], [-0.82549, -2.20845, -1.19041], [-0.03147, -5.47895, -0.83716], [-1.10835, -4.75386, -2.03815], [-1.53539, -4.72573, -0.31572], [0.86028, -3.26981, -1.55390], [0.38580, -3.21614, 0.15410], [-1.69751, -2.36467, -0.80833], [1.55647, 0.59934, 1.94627], [3.03433, -0.08047, 1.38472], [4.17194, 0.39065, 1.95483], [5.40442, -0.13063, 1.75852], [5.56874, -1.18096, 0.90499], [4.43031, -1.70450, 0.27991], [3.18262, -1.17079, 0.51825], [4.06464, 1.17004, 2.59437], [6.21128, 0.33360, 2.30661], [6.55040, -1.59978, 0.74365], [4.52752, -2.56231, -0.37379], [2.29426, -1.61982, 0.09996]], "atomic_forces_ev_per_a": [[0.3, 0.0, 1.2], [-0.1, 0.2, 0.1], [0.0, 0.0, 0.0], [-0.1, 0.0, -0.2], [0.0, -0.1, -0.1], [0.0, 0.1, 0.0], [-0.1, -0.5, -0.5], [0.1, 0.1, 0.0], [0.1, -0.1, -0.1], [0.4, 0.2, -0.2], [0.0, 0.1, -0.1], [0.0, 0.2, 0.1], [-0.5, -0.2, 0.1], [0.0, 0.1, 0.0], [0.0, 0.0, 0.0], [0.0, 0.0, 0.0], [0.0, -0.1, 0.0], [0.0, 0.0, 0.0], [0.0, -0.1, 0.0], [0.0, 0.1, 0.0], [0.0, 0.0, -0.1], [0.0, 0.1, 0.0], [0.0, 0.0, 0.0], [0.0, -0.1, 0.0], [0.0, 0.0, 0.1], [0.0, 0.0, 0.0], [0.0, 0.0, 0.1], [0.0, 0.0, 0.0], [0.0, 0.0, 0.0], [-0.1, 0.1, 0.0], [0.2, 0.0, -0.2], [-0.1, -0.1, 0.0], [0.1, 0.1, 0.0], [-0.1, -0.1, 0.0], [-0.1, 0.2, 0.0], [0.0, -0.2, 0.1], [0.2, -0.3, 0.2], [0.1, 0.2, -0.5], [0.0, 0.0, 0.0], [0.0, 0.0, 0.0], [0.0, 0.0, 0.0], [0.0, 0.0, 0.0], [0.0, 0.0, 0.1], [-0.1, -0.1, -0.2], [0.0, 0.0, 0.0], [0.0, 0.0, 0.0], [0.0, 0.0, 0.0], [0.0, 0.0, 0.0], [0.0, 0.0, 0.0], [0.0, 0.0, 0.1], [-0.1, 0.2, 0.1], [0.0, -0.2, 0.0], [0.0, 0.0, 0.0], [0.0, 0.1, 0.0], [0.0, 0.0, 0.0], [0.0, 0.0, 0.0], [0.0, 0.0, 0.0], [0.0, 0.0, 0.0], [0.0, 0.0, 0.0], [0.0, 0.0, 0.0], [0.0, 0.0, 0.0], [0.0, 0.0, 0.0]], "largest_force_ev_per_a": 1.23, "orbital_gap_ev": [6.224, 6.540], "relative_energy_kcal_mol": 21.9, "total_energy_ev": -109338.0465, "spin_multiplicity": 2, "total_charge": 2, "e_homo_ev": [-12.06, -12.38]}


{"formula": "C21H30ClN3O4PSTeTi", "method": "ωB97M-V/def2-TZVPD", "symbols": ["Ti", "C", "C", "N", "N", "C", "O", "C", "C", "C", "C", "C", "C", "C", "C", "C", "C", "C", "N", "H", "H", "H", "H", "H", "H", "H", "H", "H", "H", "H", "H", "Cl", "C", "H", "H", "C", "C", "O", "P", "O", "Te", "O", "C", "C", "H", "H", "H", "H", "H", "H", "H", "H", "H", "H", "C", "S", "C", "H", "H", "H", "H", "H", "H"], "coordinates": [[-0.46156, 0.72037, 0.34062], [-2.35644, -1.73906, -2.65843], [-1.81376, -1.22207, -1.37932], [-1.56020, 0.02923, -1.13777], [-1.70252, 1.05100, -2.06409], [-1.57396, 2.19889, -1.44588], [-1.47708, 2.29378, -0.13585], [-1.51177, 3.43467, -2.25760], [-1.62471, 3.39005, -3.64481], [-1.52318, 4.56030, -4.37903], [-1.29870, 5.77296, -3.73416], [-1.18334, 5.81598, -2.35187], [-1.28916, 4.64434, -1.61268], [-1.52723, -2.02450, -0.19942], [-1.85650, -3.37187, -0.09534], [-1.74291, -3.99974, 1.12750], [-1.28228, -3.27262, 2.22017], [-0.89398, -1.96671, 2.02646], [-0.99504, -1.34002, 0.84715], [-2.42466, -0.92319, -3.37354], [-3.34983, -2.17505, -2.51964], [-1.69339, -2.50219, -3.07181], [-1.77940, 2.43598, -4.12997], [-1.61080, 4.52781, -5.45742], [-1.20854, 6.68377, -4.31289], [-1.00964, 6.75905, -1.84901], [-1.19742, 4.65551, -0.53522], [-2.22665, -3.89426, -0.96721], [-2.02087, -5.04069, 1.23558], [-1.20865, -3.71295, 3.20451], [-0.48770, -1.38366, 2.83970], [-1.39774, 1.26259, 2.67485], [0.40010, 1.08845, 2.25925], [0.84187, 0.44682, 3.01675], [0.80859, 2.09407, 2.33978], [2.61794, 4.05086, -0.83779], [2.55813, 3.25038, -2.11271], [3.06051, 1.90213, -1.90918], [2.07129, 0.70827, -1.59618], [1.00493, 1.36273, -0.61782], [1.38563, -0.42186, -3.48969], [2.94516, -0.22371, -0.66979], [3.78971, 0.35047, 0.36814], [5.22167, 0.41102, -0.10084], [2.34792, 5.08791, -1.04948], [3.62647, 4.03255, -0.42056], [1.92207, 3.65902, -0.09689], [3.19806, 3.68041, -2.87980], [1.54300, 3.20574, -2.51158], [3.67906, -0.31681, 1.21917], [3.40728, 1.33376, 0.64216], [5.60425, -0.59250, -0.28705], [5.83949, 0.88551, 0.66466], [5.30138, 0.99102, -1.01888], [2.21023, -4.33015, 2.09478], [2.26592, -2.81446, 1.14011], [2.13450, -3.52121, -0.50914], [2.99659, -5.01602, 1.77793], [1.23984, -4.82090, 1.99930], [2.37260, -4.07344, 3.14143], [1.21360, -4.09879, -0.60552], [2.99276, -4.15807, -0.72507], [2.11415, -2.69758, -1.22136]], "atomic_forces_ev_per_a": [[0.5, 1.0, 2.1], [0.0, -0.1, -0.1], [0.1, 0.6, -0.1], [-0.7, -0.3, -1.2], [-0.2, -0.6, -0.1], [-0.3, 0.0, 0.4], [-0.2, 0.4, -1.0], [0.0, -0.1, 0.2], [0.0, 0.0, -0.1], [0.0, 0.0, 0.0], [0.0, 0.0, 0.0], [0.0, -0.1, 0.0], [0.0, 0.2, 0.0], [-0.1, -0.1, 0.2], [-0.1, 0.0, -0.1], [0.0, 0.0, 0.1], [0.0, -0.1, 0.0], [0.2, 0.2, -0.2], [-0.1, -0.3, -0.1], [0.0, 0.0, 0.0], [0.0, 0.0, 0.0], [0.0, 0.0, 0.0], [0.0, 0.0, 0.0], [0.0, 0.0, 0.0], [0.0, 0.0, 0.0], [0.0, 0.0, 0.0], [0.0, 0.0, 0.0], [0.0, 0.0, 0.0], [0.0, 0.0, 0.0], [0.0, 0.0, 0.0], [0.0, 0.0, 0.0], [0.1, 0.0, 0.3], [-0.3, -0.3, 0.4], [0.0, 0.0, 0.0], [0.0, 0.0, 0.0], [0.0, 0.1, 0.1], [0.0, -0.2, -0.2], [0.2, 0.7, 0.0], [-0.7, 0.4, 0.7], [1.3, -0.6, -1.4], [-0.2, -0.1, 0.0], [0.5, -0.2, 0.2], [-0.2, -0.1, -0.1], [0.1, 0.0, 0.0], [0.0, 0.0, 0.0], [0.0, 0.0, 0.0], [0.0, 0.0, 0.0], [0.0, 0.0, 0.0], [0.0, 0.0, 0.0], [0.0, 0.0, 0.1], [0.0, 0.0, 0.0], [0.0, 0.0, 0.0], [0.0, 0.0, 0.0], [0.0, 0.0, 0.0], [0.0, -0.1, 0.1], [0.1, 0.1, -0.1], [0.0, 0.0, -0.1], [0.0, 0.0, 0.0], [0.0, 0.0, 0.0], [0.0, 0.0, 0.0], [0.0, 0.0, 0.0], [0.0, 0.0, 0.0], [0.0, 0.0, 0.0]], "largest_force_ev_per_a": 2.42, "orbital_gap_ev": [6.378, 6.392], "relative_energy_kcal_mol": 24.2, "total_energy_ev": -97983.1635, "spin_multiplicity": 2, "total_charge": 0, "e_homo_ev": [-6.97, -7.27]}


{"formula": "C21H30CuO4S2Si", "method": "ωB97M-V/def2-TZVPD", "symbols": ["Cu", "O", "S", "C", "C", "C", "C", "S", "O", "C", "C", "C", "C", "C", "C", "C", "C", "C", "C", "C", "C", "H", "H", "H", "H", "H", "H", "H", "H", "H", "H", "H", "H", "H", "H", "H", "H", "H", "H", "C", "C", "O", "H", "H", "H", "C", "Si", "C", "C", "O", "H", "H", "H", "H", "H", "H", "H", "H", "H"], "coordinates": [[1.80576, 0.13216, 1.17571], [0.70660, 0.56008, -0.95448], [0.51268, -0.75058, -1.65672], [-0.85866, -1.62228, -0.84107], [-2.26425, -1.07215, -1.01006], [-2.54710, 0.26145, -0.31129], [-3.01176, 0.11717, 1.14234], [-1.79495, 0.58842, 2.39307], [-0.52268, -0.07081, 1.98347], [-1.68745, 2.32116, 1.95068], [-2.72261, 3.18249, 2.29394], [-2.62883, 4.52154, 1.95366], [-1.49718, 4.98765, 1.29253], [-0.46352, 4.12059, 0.97930], [-0.55027, 2.77288, 1.30796], [-0.36360, -0.30500, -3.16376], [-0.60508, -1.28016, -4.12439], [-1.27176, -0.94309, -5.29170], [-1.67919, 0.36954, -5.50291], [-1.41631, 1.34124, -4.54892], [-0.75472, 1.00774, -3.37308], [-0.50039, -1.63532, 0.19213], [-0.78391, -2.64715, -1.21648], [-2.95983, -1.83063, -0.63151], [-2.49657, -0.97440, -2.07355], [-3.33514, 0.77995, -0.86331], [-1.66132, 0.89721, -0.36342], [-3.25105, -0.92091, 1.38648], [-3.90305, 0.71281, 1.35382], [-3.58850, 2.81603, 2.83425], [-3.42993, 5.20093, 2.21615], [-1.41938, 6.03701, 1.03589], [0.42911, 4.48422, 0.48818], [0.25780, 2.08303, 1.09344], [-0.27076, -2.29809, -3.96107], [-1.46560, -1.70016, -6.04085], [-2.19371, 0.63423, -6.41813], [-1.72449, 2.36540, -4.71710], [-0.52558, 1.73844, -2.60811], [3.92383, 2.20671, 1.67339], [2.59805, 1.60509, 2.17124], [2.15275, 2.10333, 3.20768], [4.21259, 3.08611, 2.25977], [3.83204, 2.45529, 0.61273], [4.70021, 1.43829, 1.74040], [3.97529, -2.69712, 2.03677], [2.29616, -3.00618, 1.24440], [2.52214, -4.43345, 0.01978], [1.15195, -3.64874, 2.60395], [1.67918, -1.72924, 0.50731], [4.32828, -3.57208, 2.58892], [3.91231, -1.85065, 2.72261], [4.71690, -2.44645, 1.27560], [2.86781, -5.34284, 0.51994], [3.25241, -4.16965, -0.74818], [1.57985, -4.66197, -0.48347], [1.56143, -4.53734, 3.09397], [0.17336, -3.90607, 2.19277], [1.00066, -2.87568, 3.35930]], "atomic_forces_ev_per_a": [[0.5, -0.2, 0.1], [-0.2, 0.0, -0.2], [0.2, 0.2, 0.1], [0.0, -0.1, 0.1], [-0.1, -0.1, -0.1], [0.0, 0.1, 0.0], [-0.2, 0.0, -0.1], [0.3, -0.2, 0.1], [-0.4, 0.1, 0.2], [0.0, 0.0, -0.1], [0.0, 0.0, 0.0], [0.0, 0.0, 0.0], [0.0, 0.1, 0.0], [0.0, -0.1, 0.0], [0.0, 0.0, 0.0], [0.0, 0.0, -0.1], [0.0, 0.1, 0.0], [0.0, 0.0, 0.0], [0.0, 0.0, -0.1], [0.0, 0.0, 0.1], [0.0, -0.1, -0.1], [-0.1, 0.0, 0.0], [0.0, 0.0, 0.0], [0.0, 0.0, 0.0], [0.0, 0.0, 0.0], [0.0, 0.0, 0.0], [0.0, 0.0, 0.0], [0.0, 0.0, 0.0], [0.0, 0.0, 0.0], [0.0, 0.0, 0.0], [0.0, 0.0, 0.0], [0.0, 0.0, 0.0], [0.0, 0.0, 0.0], [0.0, 0.0, 0.0], [0.0, 0.0, 0.0], [0.0, 0.0, 0.0], [0.0, 0.0, 0.0], [0.0, 0.0, 0.0], [0.0, 0.0, 0.0], [0.0, -0.1, 0.0], [-0.1, 0.0, 0.0], [0.0, 0.0, -0.1], [0.0, 0.0, 0.0], [0.0, 0.0, 0.0], [0.0, 0.0, 0.0], [0.0, 0.0, 0.0], [-0.2, 0.2, -0.1], [0.0, 0.0, 0.1], [0.1, -0.1, 0.0], [0.1, 0.1, 0.1], [0.0, 0.0, 0.0], [0.0, 0.0, 0.0], [0.0, 0.0, 0.0], [0.0, 0.0, 0.0], [0.0, 0.0, 0.0], [-0.1, 0.0, 0.0], [0.0, 0.0, 0.0], [-0.1, 0.0, 0.0], [0.0, 0.0, 0.0]], "largest_force_ev_per_a": 0.58, "orbital_gap_ev": 5.314, "relative_energy_kcal_mol": 0.0, "total_energy_ev": -104643.4164, "total_charge": -1, "e_homo_ev": -2.85}